No. 1
60
Properties=species:S:1:pos:R:3:lowdin_charge:R:1 method="wB97M-V/def2-TZVPD" total_charge=0 multiplicity=2 e_lumo_ev="-1.58 / -2.80" homo_ev="-9.42 / -9.42"
O -1.33 -0.69 -1.52 -0.327
V -0.19 -0.56 -0.41 1.029
O -0.37 -1.77 0.59 -0.312
C 3.35 -0.18 -0.32 -0.367
O 4.05 0.21 -1.48 -0.072
O 2.02 0.22 -0.58 -0.238
C 3.69 -1.63 0.23 -0.531
F 3.28 -2.73 -0.56 0.079
F 5.00 -1.75 0.37 0.152
F 3.18 -1.85 1.42 0.159
C 5.42 0.32 -1.39 -0.275
C 5.91 1.24 -2.62 -0.041
H 5.35 2.18 -2.63 0.067
H 6.97 1.45 -2.57 0.060
H 5.75 0.69 -3.55 0.064
H 5.87 -0.67 -1.39 0.109
H 5.74 0.84 -0.49 0.113
H 3.62 0.49 0.50 0.146
C 1.09 3.16 1.85 -0.008
C -0.13 2.30 2.50 -0.412
C -0.48 2.97 3.85 -0.113
C -1.89 2.51 4.32 -0.188
C -2.88 2.57 3.21 -0.173
C -2.56 1.69 1.97 -0.448
N -1.27 2.18 1.50 0.038
O -0.85 1.63 0.25 -0.114
C -3.68 1.95 0.91 -0.007
C -2.70 0.18 2.48 0.007
C 0.47 0.94 2.71 -0.042
H 0.74 4.16 1.62 0.080
H 1.58 2.67 1.00 0.069
H 1.96 3.32 2.49 0.084
H -0.30 4.05 3.84 0.116
H 0.18 2.64 4.65 0.120
H -2.15 3.26 5.07 0.117
H -1.89 1.51 4.77 0.108
H -2.98 3.63 2.99 0.129
H -3.78 2.33 3.76 0.127
H -4.59 1.84 1.50 0.083
H -3.63 1.20 0.12 0.083
H -3.67 2.98 0.55 0.091
H -3.70 -0.18 2.73 0.099
H -2.14 -0.09 3.37 0.062
H -2.19 -0.43 1.73 0.056
H -0.15 0.22 3.24 0.085
H 1.39 1.05 3.29 0.103
H 0.90 0.54 1.79 0.050
C -2.25 -3.32 -2.86 -0.002
C -2.27 -4.32 -4.07 -0.380
C -2.87 -3.83 -5.41 -0.101
O -2.24 -4.66 -6.40 0.036
C -1.07 -5.13 -5.70 -0.500
O -0.13 -5.53 -6.23 0.218
O -1.02 -4.64 -4.42 0.082
H -3.11 -3.46 -2.20 0.082
H -2.34 -2.30 -3.24 0.061
H -1.35 -3.40 -2.26 0.078
H -2.77 -5.25 -3.80 0.149
H -2.66 -2.77 -5.58 0.129
H -3.94 -3.99 -5.51 0.129

***

No. 2
36
Properties=species:S:1:pos:R:3:lowdin_charge:R:1 method="wB97M-V/def2-TZVPD" total_charge=+1 e_lumo_ev=-4.54 homo_ev=-13.66 e_above_lowest_kcal_mol=20.3
O 0.07 1.26 3.95 0.212
C 0.28 0.84 2.85 -0.414
O 1.07 -0.33 2.74 -0.030
P 2.44 -0.23 1.83 0.376
O 3.40 -1.16 2.39 -0.223
O 3.08 1.24 1.84 -0.081
O 2.19 -0.63 0.31 -0.081
C -0.28 1.52 1.60 -0.032
C 0.40 2.66 1.15 0.035
C -0.01 3.32 0.04 -0.011
N -1.08 2.88 -0.62 0.133
C -1.76 1.83 -0.23 0.056
C -1.42 1.06 0.92 -0.067
C -2.15 -0.18 1.42 -0.065
C -3.68 -0.01 1.54 -0.154
F -4.13 1.26 1.19 -0.052
H 3.32 1.46 2.76 0.117
H 2.87 -1.28 0.09 0.103
H 1.28 3.00 1.70 0.134
H 0.54 4.20 -0.28 0.157
H -1.39 3.36 -1.46 0.196
H -2.64 1.51 -0.79 0.164
H -1.90 -1.06 0.80 0.127
H -1.77 -0.43 2.42 0.119
H -3.97 -0.17 2.59 0.127
H -4.26 -0.74 0.96 0.128
C 0.94 -3.42 -3.56 -0.105
C 1.81 -2.19 -3.52 -0.112
O 0.92 -1.20 -3.00 0.056
C -0.05 -1.84 -2.30 -0.575
O -0.83 -1.28 -1.60 0.142
O 0.01 -3.17 -2.50 0.077
H 1.49 -4.34 -3.39 0.139
H 0.39 -3.51 -4.50 0.139
H 2.66 -2.30 -2.84 0.131
H 2.18 -1.91 -4.50 0.137

***

No. 3
70
Properties=species:S:1:pos:R:3:lowdin_charge:R:1 method="wB97M-V/def2-TZVPD" total_charge=0 smiles="CCOB(O)[C@@H](CCCSC(=S)n1ccnc1)OC=O.c1ccncc1.c1ccncc1.c1ccncc1" e_lumo_ev=-1.26 homo_ev=-8.68
C -1.58 1.13 4.06 -0.059
C -0.20 0.34 3.67 -0.227
O 0.36 0.76 2.40 -0.017
B -0.36 0.16 1.28 -0.444
O -1.29 1.00 0.60 0.137
C 0.04 -1.38 0.90 -0.155
C -0.66 -2.55 1.71 -0.147
C -2.08 -2.34 2.38 -0.224
C -3.35 -2.76 1.45 -0.440
S -4.27 -1.30 0.74 0.855
C -4.75 -0.14 2.10 -0.968
S -5.22 -0.61 3.63 0.659
N -4.65 1.30 1.74 -0.171
C -4.57 1.70 0.36 -0.097
C -4.44 3.24 0.33 -0.071
N -4.49 3.60 1.74 -0.004
C -4.63 2.47 2.61 -0.098
O -0.02 -1.48 -0.57 -0.095
C -1.32 -1.77 -1.04 -0.261
O -2.06 -1.00 -1.69 0.040
H -2.49 0.71 3.52 0.022
H -1.43 2.22 3.75 0.084
H -1.73 1.14 5.21 0.099
H 0.56 0.69 4.48 0.109
H -0.30 -0.79 3.81 0.111
H -2.12 0.51 0.41 0.051
H 1.17 -1.45 1.13 0.171
H 0.07 -2.88 2.55 0.133
H -0.72 -3.48 1.02 0.130
H -2.14 -3.09 3.26 0.129
H -2.31 -1.33 2.84 0.068
H -3.08 -3.56 0.66 0.091
H -4.11 -3.29 2.15 0.079
H -4.58 1.11 -0.61 0.104
H -4.32 3.89 -0.59 0.107
H -4.71 2.49 3.74 0.126
H -1.71 -2.84 -0.88 0.146
C 2.57 3.56 6.63 -0.083
C 2.17 2.87 5.50 -0.074
C 1.09 3.36 4.77 -0.153
N 0.41 4.47 5.10 0.064
C 0.82 5.12 6.20 -0.154
C 1.88 4.71 6.99 -0.080
H 3.41 3.21 7.22 0.104
H 2.68 1.97 5.18 0.103
H 0.74 2.86 3.88 0.085
H 0.25 6.01 6.45 0.101
H 2.17 5.28 7.87 0.099
C 3.60 -1.75 -4.07 -0.077
C 2.54 -1.53 -3.20 -0.061
C 2.78 -1.63 -1.83 -0.141
N 3.98 -1.92 -1.31 0.050
C 4.99 -2.13 -2.17 -0.163
C 4.85 -2.06 -3.55 -0.080
H 3.45 -1.69 -5.14 0.072
H 1.55 -1.30 -3.57 0.103
H 1.99 -1.46 -1.12 0.074
H 5.95 -2.37 -1.72 0.098
H 5.70 -2.23 -4.20 0.097
C 2.01 -1.18 -10.15 -0.080
C 0.95 -0.96 -9.28 -0.074
C 1.19 -1.06 -7.92 -0.146
N 2.39 -1.35 -7.39 0.050
C 3.40 -1.56 -8.26 -0.150
C 3.26 -1.48 -9.63 -0.075
H 1.86 -1.11 -11.23 0.106
H -0.04 -0.72 -9.65 0.102
H 0.40 -0.89 -7.20 0.104
H 4.35 -1.80 -7.80 0.102
H 4.11 -1.66 -10.28 0.102

***

No. 4
86
Properties=species:S:1:pos:R:3:lowdin_charge:R:1 method="wB97M-V/def2-TZVPD" total_charge=0 e_lumo_ev=-3.39 homo_ev=-6.80 e_above_lowest_kcal_mol=174.6
Cu -7.86 -30.00 -4.62 0.537
C -9.14 -28.76 0.49 -0.337
O -8.25 -29.00 -0.57 -0.337
H -9.01 -27.79 0.97 0.041
H -10.16 -28.68 0.11 0.054
H -9.06 -29.47 1.31 0.047
C -12.26 -23.80 -1.70 -0.242
C -11.24 -24.36 -2.73 -0.200
C -11.43 -23.56 -4.02 -0.225
S -12.98 -22.61 -3.89 0.713
O -13.82 -22.80 -5.07 -0.341
O -12.55 -21.28 -3.45 -0.351
C -13.58 -23.50 -2.38 -0.213
H -11.91 -22.83 -1.35 0.108
H -12.33 -24.45 -0.83 0.116
H -11.30 -25.44 -2.86 0.113
H -10.20 -24.17 -2.44 0.110
H -11.62 -24.32 -4.77 0.094
H -10.67 -22.86 -4.37 0.105
H -13.97 -24.46 -2.73 0.102
H -14.39 -23.00 -1.85 0.109
C -14.66 -33.59 -4.06 -0.200
C -14.05 -33.84 -2.68 -0.243
C -13.25 -32.65 -2.17 -0.193
S -13.78 -31.17 -3.19 0.671
O -12.85 -30.90 -4.25 -0.339
O -14.28 -30.12 -2.34 -0.332
C -15.18 -32.14 -3.91 -0.214
H -15.40 -34.30 -4.44 0.115
H -13.82 -33.58 -4.76 0.110
H -13.43 -34.74 -2.76 0.114
H -14.87 -33.98 -1.97 0.113
H -12.17 -32.74 -2.14 0.103
H -13.66 -32.42 -1.19 0.093
H -15.37 -31.72 -4.90 0.099
H -15.92 -31.89 -3.15 0.098
C -3.45 -26.96 3.65 -0.233
C -2.92 -27.34 2.31 -0.228
C -1.73 -28.34 2.61 -0.190
S -2.28 -29.40 4.02 0.672
O -1.28 -29.32 5.08 -0.336
O -2.92 -30.60 3.61 -0.322
C -3.67 -28.30 4.37 -0.226
H -4.37 -26.40 3.51 0.120
H -2.66 -26.40 4.15 0.119
H -2.55 -26.60 1.61 0.114
H -3.69 -27.88 1.77 0.116
H -0.95 -27.72 3.07 0.089
H -1.31 -28.97 1.82 0.097
H -3.78 -28.24 5.45 0.106
H -4.50 -28.81 3.88 0.102
C -8.09 -31.64 8.24 -0.206
C -9.53 -32.23 8.28 -0.218
C -9.59 -33.17 7.03 -0.208
S -8.00 -34.16 7.03 0.739
O -7.58 -34.10 5.65 -0.349
O -8.09 -35.51 7.71 -0.378
C -7.13 -32.87 8.14 -0.179
H -7.96 -30.98 9.10 0.109
H -7.89 -31.01 7.37 0.109
H -10.35 -31.52 8.41 0.107
H -9.63 -32.75 9.23 0.106
H -9.51 -32.51 6.16 0.092
H -10.48 -33.79 6.93 0.096
H -6.20 -32.77 7.57 0.088
H -6.91 -33.34 9.10 0.093
O -7.42 -25.52 8.09 0.115
C -8.19 -25.04 7.30 -0.504
O -9.08 -25.80 6.62 0.019
C -9.93 -25.03 5.71 -0.104
C -9.21 -23.64 5.69 -0.150
C -8.25 -23.61 6.88 -0.081
H -10.93 -24.93 6.13 0.116
H -10.01 -25.49 4.73 0.119
H -9.81 -22.73 5.64 0.107
H -8.66 -23.52 4.75 0.105
H -8.63 -23.00 7.70 0.129
H -7.25 -23.28 6.61 0.129
Cl -14.88 -31.58 3.97 0.553
C -14.72 -29.80 3.94 -0.690
C -16.07 -29.23 4.24 -0.673
Cl -15.88 -27.47 4.52 0.532
H -14.33 -29.40 3.01 0.078
H -13.96 -29.70 4.71 0.062
H -16.35 -29.75 5.16 0.060
H -16.86 -29.38 3.51 0.077

***

No. 5
19
Properties=species:S:1:pos:R:3:lowdin_charge:R:1 method="wB97M-V/def2-TZVPD" total_charge=0 smiles=CC[C@@]1(C)CNN1 e_lumo_ev=1.03 homo_ev=-8.29 e_above_lowest_kcal_mol=77.9
C -1.68 0.70 -1.20 -0.102
C -0.52 -0.24 -1.18 -0.172
C 0.40 -0.03 0.11 -0.399
C 1.28 1.18 0.10 -0.071
C -0.19 -0.43 1.44 -0.204
N 0.47 -1.70 1.48 -0.106
N 1.38 -1.35 0.44 0.023
H -2.17 0.69 -2.14 0.069
H -1.41 1.66 -1.01 0.043
H -2.42 0.37 -0.52 0.070
H 0.19 0.07 -2.06 0.144
H -0.80 -1.22 -1.31 0.072
H 1.72 1.17 -0.91 0.073
H 2.14 1.19 0.74 0.070
H 0.76 2.23 0.01 0.118
H 0.12 0.23 2.31 0.132
H -1.23 -0.62 1.58 0.091
H 0.95 -1.87 2.34 0.086
H 1.02 -2.03 -0.21 0.062

***

No. 6
17
Properties=species:S:1:pos:R:3:lowdin_charge:R:1 method="wB97M-V/def2-TZVPD" total_charge=-1 smiles="C=[S@@](=O)([O-])OC(=O)n1ccnc1" e_lumo_ev=3.68 homo_ev=-4.23 e_above_lowest_kcal_mol=26.4
C 1.67 0.03 -1.20 -0.263
S 2.54 0.14 0.29 0.612
O 3.88 -0.29 0.31 -0.326
O 2.26 1.30 1.22 -0.382
O 1.71 -1.20 1.00 -0.134
C 0.69 -1.76 0.43 -0.609
O 0.72 -2.85 -0.08 0.125
N -0.47 -0.94 0.55 0.035
C -0.67 0.26 1.29 -0.045
C -1.97 0.53 1.19 -0.163
N -2.64 -0.49 0.52 0.054
C -1.71 -1.31 0.18 -0.197
H 1.98 0.97 -1.79 0.016
H 2.01 -0.86 -1.70 -0.014
H 0.28 0.69 1.63 0.092
H -2.32 1.45 1.69 0.097
H -2.05 -2.12 -0.35 0.102